# C38H76Br38

A cluster of 19 separate species, C38H76Br38 in total in a non-equilibrium geometry (ωB97M-V/def2-TZVPD, OMol25).

Each line ends with the Mulliken charge.
Geometry (Å):
Br  -4.25137  0.78771  2.56109  -0.09
C  -4.72128  2.59209  2.12163  -0.55
C  -3.66787  3.27622  1.31853  0.14
Br  -3.91982  5.16870  1.01184  -0.14
H  -4.83232  3.07241  3.11481  0.34
H  -5.65380  2.59328  1.58200  0.38
H  -3.61160  2.79176  0.33633  -0.17
H  -2.72489  3.28824  1.84609  0.12
Br  -0.49952  5.63737  6.60471  -0.16
C  -2.24042  5.67137  5.65006  -0.71
C  -2.02908  5.37682  4.15396  0.22
Br  -1.08590  6.91158  3.29229  -0.11
H  -2.66109  6.65470  5.82320  0.50
H  -2.88026  4.90578  6.05794  0.44
H  -3.00971  5.30041  3.68134  0.24
H  -1.39624  4.50986  3.99520  -0.50
Br  1.58194  -3.75119  -1.78141  -0.13
C  -0.01782  -4.69759  -2.54051  -0.55
C  -1.19581  -3.73156  -2.57467  0.41
Br  -2.61215  -4.35339  -3.77866  -0.16
H  -0.12529  -5.49137  -1.83178  0.20
H  0.20997  -5.02839  -3.56950  0.46
H  -0.90397  -2.76389  -3.00035  -0.28
H  -1.62615  -3.61349  -1.58952  0.03
Br  2.56868  6.16217  1.54761  -0.13
C  1.57049  4.52668  1.81879  -0.03
C  1.35930  4.17582  3.25016  -0.62
Br  0.38045  2.56184  3.70920  -0.05
H  2.13960  3.74611  1.31158  0.30
H  0.62497  4.77094  1.31534  -0.16
H  0.87966  5.03042  3.71148  0.28
H  2.35966  4.02645  3.66209  0.34
Br  -0.61081  0.04440  6.47398  -0.06
C  -1.30091  1.74038  7.18094  -0.13
C  -2.50591  1.46270  8.04998  -0.63
Br  -2.07368  0.36553  9.61531  -0.14
H  -1.55628  2.39821  6.37838  -0.09
H  -0.45325  2.12709  7.75362  0.38
H  -3.20265  0.83994  7.55057  0.29
H  -2.95255  2.39340  8.38721  0.42
Br  5.89353  -2.41151  -0.39018  -0.17
C  4.79989  -0.94444  0.38912  0.26
C  4.69977  -0.86197  1.86371  0.05
Br  3.34729  0.51789  2.33160  -0.04
H  3.82787  -1.12111  -0.02838  0.01
H  5.25087  -0.06549  -0.05191  -0.22
H  5.61495  -0.45939  2.26969  0.41
H  4.22935  -1.67487  2.38493  -0.19
Br  -0.33685  -4.34101  5.29533  -0.16
C  0.01875  -2.74320  4.13227  0.05
C  1.32269  -2.10455  4.41575  -0.22
Br  2.77774  -3.31149  3.78877  -0.27
H  -0.80288  -2.11240  4.41914  0.06
H  -0.11912  -3.18497  3.15154  -0.06
H  1.56921  -1.87000  5.47724  0.48
H  1.46228  -1.17272  3.85179  0.02
Br  7.85488  1.05245  -0.10955  -0.16
C  6.85441  2.58130  0.63451  -0.23
C  6.67662  2.38226  2.10918  -0.10
Br  5.93696  3.89772  3.06409  -0.13
H  5.84744  2.56041  0.16106  -0.09
H  7.43030  3.47706  0.35465  0.52
H  7.67059  2.20553  2.53950  0.42
H  6.04378  1.51830  2.26763  -0.37
Br  2.07067  5.20520  -5.95469  -0.15
C  1.87823  3.64848  -7.05039  -0.45
C  2.31259  2.39487  -6.35448  -0.25
Br  1.88646  0.78975  -7.30858  -0.18
H  2.50121  3.88585  -7.91008  0.38
H  0.80100  3.61539  -7.21387  0.32
H  1.79313  2.22588  -5.40454  0.01
H  3.38104  2.27436  -6.21899  0.31
Br  -3.33833  -2.03014  -7.50279  -0.17
C  -1.59391  -2.37585  -6.72798  -0.70
C  -1.19047  -1.52043  -5.60889  0.06
Br  0.60239  -1.94868  -4.90387  -0.11
H  -0.86967  -2.24797  -7.53961  0.39
H  -1.66091  -3.39158  -6.45003  0.35
H  -1.86721  -1.59565  -4.74716  -0.13
H  -1.16550  -0.48374  -5.93485  0.34
Br  -5.41947  -5.49357  2.71781  -0.16
C  -4.17769  -4.53559  3.92032  -0.12
C  -4.87675  -3.32165  4.48572  -0.08
Br  -3.85181  -2.04814  5.58518  -0.17
H  -3.26907  -4.31157  3.37640  -0.10
H  -3.81557  -5.23597  4.68196  0.44
H  -5.66565  -3.69758  5.16583  0.40
H  -5.19900  -2.74062  3.64088  -0.21
Br  5.60177  -3.34728  -6.34924  -0.16
C  5.09006  -1.76700  -5.38905  -0.40
C  4.36365  -2.15608  -4.13710  -0.37
Br  3.53090  -0.59043  -3.32742  -0.01
H  4.41102  -1.28378  -6.09271  0.15
H  5.96302  -1.11337  -5.27418  0.36
H  4.93006  -2.65398  -3.34611  0.26
H  3.50248  -2.75724  -4.42083  0.21
Br  -2.48062  -7.76323  -1.61149  -0.16
C  -3.78429  -6.47060  -0.97467  0.37
C  -5.05374  -6.63390  -1.73992  -0.62
Br  -6.55938  -5.44744  -1.28649  -0.19
H  -3.24725  -5.56806  -1.24802  -0.44
H  -3.79694  -6.67672  0.09528  0.31
H  -5.43857  -7.62052  -1.61127  0.42
H  -4.99913  -6.46927  -2.81143  0.29
Br  -1.54672  2.65348  -4.77744  -0.14
C  -3.05480  3.08812  -3.67733  -0.79
C  -3.54748  1.95515  -2.80057  0.01
Br  -5.21575  2.38185  -2.02187  -0.16
H  -3.84087  3.31780  -4.39245  0.51
H  -2.73098  4.00494  -3.15694  0.27
H  -2.79425  1.68305  -2.02251  -0.04
H  -3.61275  1.05958  -3.40845  0.32
Br  4.14133  2.72420  -2.11835  0.04
C  5.88292  2.68673  -3.01883  0.00
C  6.25137  3.95205  -3.75104  -0.59
Br  7.71210  3.57414  -5.02939  -0.19
H  5.78487  1.80765  -3.67509  0.08
H  6.58500  2.41491  -2.23410  0.06
H  6.67430  4.72359  -3.10242  0.40
H  5.51132  4.42875  -4.35474  0.29
Br  -0.82642  -5.25494  1.16614  -0.04
C  0.52437  -6.75970  1.38468  -0.66
C  0.96896  -6.87881  2.78957  -0.24
Br  2.51247  -8.18003  2.92229  -0.18
H  1.28399  -6.39855  0.68953  0.40
H  -0.00576  -7.66958  1.13760  0.39
H  0.24044  -7.35871  3.44614  0.39
H  1.45660  -5.94628  3.06302  -0.06
Br  -4.55043  -1.69003  -1.95462  -0.10
C  -5.95427  -1.19890  -0.69097  -0.21
C  -5.78700  -1.91900  0.60474  0.13
Br  -7.38465  -1.75094  1.73899  -0.14
H  -6.89925  -1.39381  -1.20631  0.46
H  -5.85206  -0.10092  -0.50679  0.03
H  -4.95717  -1.52321  1.19256  -0.46
H  -5.69664  -2.98462  0.43085  0.16
Br  3.04246  6.59672  -2.77788  -0.19
C  1.92534  5.16013  -2.00720  0.23
C  0.51233  5.61679  -1.77248  -0.75
Br  -0.70707  4.23672  -1.00436  -0.07
H  2.51404  4.91093  -1.12451  -0.15
H  2.01689  4.43893  -2.83313  -0.05
H  -0.06142  5.87260  -2.65606  0.45
H  0.48326  6.43905  -1.07053  0.44
Br  0.83563  0.94237  -0.84602  0.13
C  -0.11253  -0.66009  -0.29057  -0.38
C  -0.71411  -0.58357  1.03944  0.49
Br  -2.21938  -1.82252  1.26344  0.12
H  0.60792  -1.46197  -0.35136  0.09
H  -0.80661  -0.74236  -1.14269  0.13
H  -1.15164  0.38421  1.37022  -0.07
H  0.04062  -0.81137  1.79672  -0.10

Max |F| in eV/Å: 2.513
Energy above the lowest of the compared OMol25 structures with the same formula, charge and spin in kcal/mol: 0.00
Total energy in eV: -2702256.9731
LUMO energy in eV: -0.10
E_HOMO in eV: -10.016
Frontier orbital gap in eV: 9.914